1.
Here is one molecule with the formula C13H18N4O3S2 from the Open Molecules 2025 dataset. Energies are from the ωB97M-V functional and the def2-TZVPD basis.

Last column: natural (NBO) charge in e.
Geometry (Å):
C1 4.01438 -4.48139 -3.17532  -0.607
C2 2.72747 -4.73047 -2.39685  -0.400
C3 2.38445 -3.60939 -1.41585  -0.415
C4 1.94890 -2.32301 -2.11800  -0.234
N1 0.73959 -2.54934 -2.88506  -0.861
S1 -0.71579 -2.65348 -2.08089  2.311
O1 -1.71817 -2.65030 -3.10307  -0.937
O2 -0.66544 -3.74254 -1.15367  -0.941
C5 -0.81963 -1.12677 -1.14531  -0.263
C6 -1.18085 0.03696 -1.81543  -0.237
C7 -1.24838 1.24678 -1.15363  -0.195
C8 -0.93794 1.25159 0.20226  0.093
N2 -0.92024 2.29055 1.09748  -0.541
C9 -0.57212 1.76378 2.24421  0.244
S2 -0.39678 2.60223 3.74939  0.305
C10 -1.07699 4.23914 3.32825  -0.613
C11 -0.04686 5.14548 2.65077  0.654
N3 0.12277 4.86929 1.34833  -0.836
O3 0.52011 6.03102 3.24679  -0.608
N4 -0.34633 0.41933 2.17042  -0.552
C12 -0.57412 0.05286 0.86629  0.160
C13 -0.50665 -1.15600 0.19795  -0.269
H1 4.24790 -5.34154 -3.79810  0.213
H2 4.84771 -4.31657 -2.49473  0.199
H3 3.92253 -3.61406 -3.82404  0.193
H4 2.83101 -5.65939 -1.83323  0.204
H5 1.89147 -4.84964 -3.08662  0.214
H6 3.24860 -3.38639 -0.78584  0.199
H7 1.56309 -3.94260 -0.78249  0.233
H8 2.72848 -1.98840 -2.80478  0.209
H9 1.79232 -1.52942 -1.37051  0.188
H10 0.63007 -1.95918 -3.69317  0.406
H11 -1.42981 -0.04010 -2.86193  0.238
H12 -1.53535 2.15548 -1.65663  0.229
H13 -1.36755 4.67751 4.28203  0.260
H14 -1.94433 4.07437 2.69197  0.252
H15 0.80619 5.39562 0.82959  0.399
H16 -0.31112 4.04387 0.93949  0.429
H17 -0.08254 -0.17813 2.93546  0.430
H18 -0.24866 -2.08840 0.67241  0.249

Calculated values
LUMO ... 0.2 eV
SMILES ... CCCCNS(=O)(=O)c1ccc2nc(SCC(N)=O)[nH]c2c1
Energy ... -47547.5942 eV
Charge ... 0
Relative energy (zero: lowest compared OMol25 entry of this formula, charge and spin) ... 0.0 kcal/mol
Largest force on an atom ... 0.90 eV/Å

2.
Here is a 2-piece molecular cluster, C13H18N4O6Si overall at a distorted geometry from the Open Molecules 2025 dataset. Energies are from the ωB97M-V functional and the def2-TZVPD basis.

Last column: natural (NBO) charge in e.
Geometry (Å):
O1 -0.34291 0.95250 1.60401  -0.413
N1 0.46612 0.01656 1.83711  0.492
O2 1.67558 0.24622 2.08876  -0.431
C1 0.00330 -1.31463 1.87831  -0.073
C2 0.89446 -2.30821 2.39655  0.130
N2 0.67053 -3.61655 2.33777  -0.427
C3 -0.49463 -3.97819 1.80925  0.297
N3 -0.88122 -5.26741 1.55771  -0.103
O3 -2.07209 -5.14670 0.81463  -0.152
N4 -2.41305 -3.77480 0.63860  0.427
O4 -3.36635 -3.45937 -0.05113  -0.366
C4 -1.43828 -3.02274 1.29063  -0.062
C5 -1.22264 -1.65178 1.27059  -0.082
H1 1.82875 -1.96719 2.84555  0.236
H2 -2.05244 -0.96070 1.13866  0.275
C6 -1.13001 -1.30374 -1.67011  -0.633
C7 -1.39973 -0.20080 -0.74335  -0.209
C8 -0.40908 0.83602 -0.65571  0.763
O5 0.86326 0.64693 -0.81794  -0.787
Si1 2.04063 1.94197 -0.73201  1.880
C9 3.51884 0.84470 -0.49834  -1.153
C10 2.05016 2.87898 -2.33655  -1.154
C11 1.69127 3.08362 0.69677  -1.161
O6 -0.86098 2.07372 -0.67996  -0.497
C12 -2.34837 2.00766 -0.60041  -0.058
C13 -2.70512 0.53569 -0.74515  -0.459
H3 -1.89707 -2.07759 -1.55471  0.221
H4 -1.12842 -0.97127 -2.72304  0.200
H5 -0.15170 -1.73891 -1.43525  0.225
H6 4.43619 1.43774 -0.39192  0.238
H7 3.39661 0.22194 0.39819  0.265
H8 3.64231 0.17676 -1.36032  0.243
H9 2.79209 3.68678 -2.25890  0.247
H10 2.33126 2.23658 -3.17951  0.245
H11 1.07276 3.32702 -2.55365  0.251
H12 2.65245 3.47092 1.06336  0.241
H13 1.09090 3.94385 0.38204  0.241
H14 1.18072 2.59101 1.53279  0.282
H15 -2.62416 2.39886 0.37911  0.201
H16 -2.74698 2.63597 -1.40094  0.200
H17 -3.27688 0.35818 -1.66641  0.219
H18 -3.33608 0.21038 0.09494  0.205

Calculated values
LUMO ... -1.7 eV
SMILES ... O=[N+]([O-])c1cnc2no[n+]([O-])c2c1.CC1=C(O[Si](C)(C)C)OCC1
Energy ... -39888.4083 eV
Charge ... 0
Largest force on an atom ... 3.51 eV/Å

3.
Here is a 2-piece molecular cluster, C13H18NO4 overall at a distorted geometry from the Open Molecules 2025 dataset. Energies are from the ωB97M-V functional and the def2-TZVPD basis.

Last column: natural (NBO) charge in e.
Geometry (Å):
C1 1.95907 2.86938 -0.42003  -0.440
C2 1.93605 1.49141 -0.31240  0.032
N1 2.67238 0.59050 -1.18203  -0.503
C3 1.82398 -0.05478 -2.22103  -0.230
C4 0.34054 -0.15312 -1.71526  -0.027
C5 -0.63984 0.80166 -2.24150  -0.215
C6 -2.00804 0.72441 -1.72440  -0.222
C7 -2.31986 -0.28961 -0.70445  -0.043
C8 -3.77597 -0.37254 -0.09543  -0.652
C9 -1.33945 -1.25686 -0.20376  -0.171
C10 0.03096 -1.18180 -0.71737  -0.236
C11 3.50882 -0.38771 -0.43002  0.158
O1 3.33768 -0.35409 0.99977  -0.698
C12 5.03474 -0.02485 -0.70874  0.728
O2 5.76228 -0.76418 -1.40748  -0.767
O3 5.45843 1.05674 -0.12939  -0.789
H1 2.11409 3.45053 0.52565  0.202
H2 1.78891 3.42554 -1.37116  0.185
H3 1.32014 1.09614 0.54285  0.180
H4 2.22957 -1.05928 -2.52779  0.215
H5 1.82709 0.57595 -3.16150  0.187
H6 -0.27213 1.52972 -2.99937  0.221
H7 -2.75187 1.46447 -2.09741  0.210
H8 -3.69876 -0.28107 1.03728  0.252
H9 -4.19080 -1.38806 -0.31892  0.207
H10 -4.42226 0.45792 -0.47221  0.205
H11 -1.62152 -2.03569 0.55103  0.201
H12 0.86311 -1.84985 -0.38317  0.215
H13 3.35508 -1.46008 -0.75050  0.145
H14 2.65125 -1.02653 1.17356  0.445
C13 -3.57710 -0.65962 4.14920  -0.246
O4 -3.29731 -1.23718 2.88007  -0.723
H15 -3.74703 0.40756 4.01615  0.187
H16 -4.47318 -1.11732 4.57695  0.158
H17 -2.72825 -0.80863 4.82101  0.167
H18 -3.15080 -2.17908 3.02181  0.466

Calculated values
LUMO ... 2.1 eV
Energy ... -23449.6888 eV
Charge ... -1
Relative energy (zero: lowest compared OMol25 entry of this formula, charge and spin) ... 55.0 kcal/mol
Largest force on an atom ... 3.53 eV/Å

4.
Here is C13H18NiO7Se2 as an isolated structure at a distorted geometry from the Open Molecules 2025 dataset. Energies are from the ωB97M-V functional and the def2-TZVPD basis.

Last column: natural (NBO) charge in e.
Geometry (Å):
Ni1 -0.82965 0.30852 -0.30224  1.354
O1 -4.23035 2.18165 0.82205  -0.711
C1 -3.13628 1.65663 0.90180  0.796
O2 -2.14699 1.81715 0.13119  -0.832
C2 -2.99150 0.70234 2.15228  -0.347
C3 -1.61714 1.03149 2.75741  0.091
C4 -1.59137 0.43911 4.19206  -0.448
C5 -1.27061 -1.01964 3.89797  -0.418
C6 -1.46582 -1.12046 2.38197  0.100
O3 -0.73561 0.10314 1.93974  -0.584
C7 -2.93329 -0.81129 1.91383  -0.348
C8 -3.05401 -1.44299 0.53312  0.776
O4 -3.96576 -2.33141 0.42035  -0.740
O5 -2.19877 -1.16164 -0.38639  -0.806
H1 -3.72222 0.94862 2.91552  0.202
H2 -1.32249 2.06370 2.56716  0.223
H3 -2.63427 0.50360 4.47756  0.202
H4 -0.89928 0.87591 4.91074  0.204
H5 -1.84954 -1.76851 4.36320  0.201
H6 -0.17101 -1.26952 3.98067  0.210
H7 -0.95383 -1.86289 1.88728  0.225
H8 -3.65489 -1.26763 2.60108  0.216
O6 4.01931 0.24848 -0.95675  -0.799
C9 2.94683 1.03190 -1.69341  -0.078
C10 2.32957 0.13362 -2.67652  -0.161
C11 3.27114 -0.14168 -3.89852  -0.035
O7 4.60205 -0.56001 -3.51062  -0.786
C12 1.13989 0.81605 -3.38830  -0.561
Se1 -0.30986 1.66376 -2.36638  -0.502
C13 1.91791 -1.25436 -2.10158  -0.552
Se2 1.14518 -1.27265 -0.27820  -0.568
H9 3.50220 -0.19887 -0.31815  0.488
H10 3.54343 1.79226 -2.18869  0.170
H11 2.28515 1.48619 -1.01526  0.223
H12 3.29951 0.85440 -4.44266  0.141
H13 2.82173 -0.78590 -4.62331  0.164
H14 4.74517 -0.54608 -2.55667  0.504
H15 0.74629 0.06587 -4.17374  0.191
H16 1.48119 1.69339 -3.88534  0.190
H17 2.74023 -1.98809 -2.18004  0.201
H18 1.14776 -1.61419 -2.80423  0.204

Calculated values
Multiplicity ... 3
LUMO (spin up / spin down) ... 4.9 / 4.9 eV
⟨S²⟩ ... 2.006
Energy ... -199843.3481 eV
Charge ... -2
Largest force on an atom ... 3.57 eV/Å

5.
Here is C13H19AuClSi as an isolated structure at a distorted geometry from the Open Molecules 2025 dataset. Energies are from the ωB97M-V functional and the def2-TZVPD basis.

Last column: natural (NBO) charge in e.
Geometry (Å):
C1 1.62997 -1.80474 0.38978  -0.338
C2 1.35657 -1.79057 -1.01642  -0.317
C3 -0.00480 -2.11082 -1.24486  -0.321
H1 2.11409 -1.63013 -1.80522  0.205
C4 -0.64302 -2.30098 0.02262  -0.364
C5 0.36036 -2.14592 1.06490  -0.445
H2 0.26912 -2.45154 2.09717  0.216
H3 2.58543 -1.67105 0.87067  0.222
H4 -0.45169 -2.29229 -2.21157  0.201
H5 -1.67518 -2.65274 0.17569  0.207
Au1 0.02248 0.14251 0.82467  0.906
Cl1 2.09339 1.32434 0.77849  -0.636
C6 -0.75789 2.08041 -0.45673  -0.295
C7 -1.95270 1.24975 -0.60059  -0.378
C8 -1.78153 0.46108 -1.76277  -0.232
H6 -2.87151 1.36179 -0.01568  0.212
C9 -0.54274 0.82415 -2.38487  -0.300
C10 0.07209 1.82820 -1.62807  -0.289
H7 0.99584 2.36791 -1.87358  0.222
H8 -0.66066 2.94416 0.21623  0.219
H9 -2.51743 -0.25995 -2.17341  0.200
H10 -0.17442 0.42332 -3.34582  0.203
C11 -2.23942 1.93790 2.60310  -1.137
Si1 -0.80803 0.75546 2.83743  1.226
C12 0.72208 1.54415 3.58079  -1.137
C13 -1.34484 -0.85426 3.61278  -1.138
H11 -1.99838 2.84191 2.02469  0.242
H12 -2.41053 2.19219 3.66501  0.207
H13 -3.12823 1.42258 2.18585  0.238
H14 0.37110 1.77226 4.60015  0.194
H15 1.58063 0.85369 3.59714  0.255
H16 1.01349 2.46591 3.04042  0.261
H17 -1.78163 -0.46397 4.54712  0.203
H18 -2.09248 -1.41165 3.02664  0.246
H19 -0.47193 -1.49302 3.84571  0.239

Calculated values
Multiplicity ... 3
LUMO (spin up / spin down) ... 3.3 / 1.7 eV
⟨S²⟩ ... 2.013
Energy ... -37879.4947 eV
Charge ... -1
Relative energy (zero: lowest compared OMol25 entry of this formula, charge and spin) ... 14.9 kcal/mol
Largest force on an atom ... 2.31 eV/Å

6.
Here is a 4-piece molecular cluster, C13H19Br3O6 overall at a distorted geometry from the Open Molecules 2025 dataset. Energies are from the ωB97M-V functional and the def2-TZVPD basis.

Last column: natural (NBO) charge in e.
Geometry (Å):
O1 7.60757 -7.28742 -15.11934  -0.497
C1 8.21657 -8.28132 -15.49826  0.818
O2 9.51140 -8.26425 -15.82793  -0.455
C2 10.02683 -9.48694 -16.41822  -0.062
C3 8.75116 -10.34287 -16.54510  -0.446
C4 7.66257 -9.66799 -15.74665  -0.531
H1 10.82114 -9.88817 -15.78879  0.220
H2 10.30573 -9.05658 -17.38004  0.215
H3 8.86022 -11.37466 -16.21102  0.247
H4 8.50156 -10.44880 -17.60084  0.229
H5 7.44121 -10.13896 -14.78889  0.270
H6 6.70502 -9.74534 -16.26164  0.276
O3 8.32953 -3.63713 -18.52121  -0.566
C5 7.70612 -4.60677 -18.96427  0.789
O4 7.47895 -4.82439 -20.26533  -0.463
C6 6.62916 -5.96506 -20.49246  -0.072
C7 6.24596 -6.44868 -19.09920  -0.444
C8 7.07328 -5.67904 -18.13133  -0.523
H7 7.15641 -6.78446 -20.98101  0.196
H8 5.70082 -5.74851 -21.02103  0.206
H9 6.49116 -7.48820 -18.88156  0.208
H10 5.16811 -6.48435 -18.94086  0.219
H11 7.93064 -6.26683 -17.80340  0.235
H12 6.61853 -5.20482 -17.26160  0.228
O5 3.92469 -9.90422 -15.51167  -0.551
C9 3.73273 -8.70777 -15.58164  0.791
O6 2.72264 -8.06262 -14.87111  -0.482
C10 2.65247 -6.72763 -15.19570  -0.071
C11 3.32581 -6.57300 -16.56959  -0.440
C12 4.40390 -7.69920 -16.53307  -0.545
H13 3.08447 -6.14637 -14.38107  0.165
H14 1.58795 -6.49340 -15.20093  0.207
H15 3.66177 -5.55078 -16.74366  0.219
H16 2.60927 -6.73811 -17.37421  0.230
H17 5.35276 -7.40330 -16.08563  0.234
H18 4.59911 -8.14486 -17.50846  0.246
C13 6.11324 -4.58837 -13.85820  -0.476
Br1 8.00855 -4.32801 -13.28703  0.505
Br2 5.24053 -2.87354 -14.33205  0.234
Br3 5.10613 -5.59748 -12.41649  0.199
H19 6.11516 -5.19954 -14.76073  0.237

Calculated values
Multiplicity ... 2
LUMO (spin up / spin down) ... -4.7 / -9.9 eV
⟨S²⟩ ... 0.756
Energy ... -236190.8224 eV
Charge ... +1
Largest force on an atom ... 3.23 eV/Å